Record 1
22
Properties=species:S:1:pos:R:3 method="wB97M-V/def2-TZVPD" e_above_lowest_ev=3.431 multiplicity=2 e_homo_ev="-3.17 / -9.30" gap_ev="3.8 / 9.8" energy_ha=-366.8038
C -1.55 -0.10 -1.28
C -1.52 -1.26 -0.28
C -0.26 -1.67 0.39
C 0.72 -0.78 0.59
C 1.93 -1.04 1.40
C 3.13 -1.03 0.83
N -1.84 1.26 -0.70
H -2.14 -0.44 -2.14
H -0.57 0.04 -1.86
H -2.26 -1.12 0.57
H -2.10 -2.06 -0.79
H -0.21 -2.70 0.67
H 0.62 0.28 0.33
H 1.93 -1.43 2.41
H 3.32 -0.71 -0.20
H 4.08 -0.93 1.32
H -2.44 1.07 0.21
H -2.40 1.95 -1.21
H -0.93 1.66 -0.39
H 0.98 3.16 0.78
H 0.98 3.16 -0.70
O 0.54 2.69 0.04

Record 2
22
Properties=species:S:1:pos:R:3 method="wB97M-V/def2-TZVPD" e_above_lowest_ev=2.195 multiplicity=2 e_homo_ev="-3.67 / -9.53" gap_ev="4.4 / 10.2" energy_ha=-366.8492
C 1.37 1.02 -1.38
C 0.57 1.43 -0.16
C 0.74 0.34 0.93
C -1.98 -2.33 1.71
O -2.54 -2.50 0.40
C -1.05 -1.16 1.77
C -0.28 -0.74 0.77
N 1.28 2.03 -2.49
H 1.02 0.07 -1.77
H 2.39 1.05 -1.04
H 0.94 2.39 0.20
H -0.50 1.48 -0.29
H 0.61 0.76 1.93
H 1.75 -0.06 0.86
H -2.83 -2.22 2.39
H -1.43 -3.22 2.02
H -2.33 -3.38 0.07
H -1.16 -0.55 2.67
H -0.42 -1.16 -0.20
H 0.40 1.92 -3.04
H 2.02 1.84 -3.21
H 1.43 3.00 -2.15

Record 3
22
Properties=species:S:1:pos:R:3 method="wB97M-V/def2-TZVPD" e_above_lowest_ev=1.928 e_homo_ev=-14.32 gap_ev=10.5 smiles="CC(C)C(O)=[N+](C)C" energy_ha=-366.6964 charge=+1
C -1.56 0.25 1.29
C -1.09 -0.22 -0.11
C -2.18 -0.15 -1.20
C 0.12 0.56 -0.34
O 0.20 1.47 -1.19
N 1.40 0.18 0.27
C 2.49 1.18 0.36
C 1.73 -0.99 1.13
H -1.60 1.31 1.36
H -2.52 0.03 1.59
H -0.93 -0.11 2.12
H -0.87 -1.19 0.08
H -2.80 -1.02 -1.22
H -2.89 0.78 -0.95
H -1.73 -0.30 -2.14
H -0.60 1.57 -1.67
H 2.53 1.55 1.40
H 2.17 1.99 -0.30
H 3.39 0.54 0.17
H 2.24 -0.62 2.01
H 2.52 -1.62 0.50
H 0.81 -1.51 1.32

Record 4
22
Properties=species:S:1:pos:R:3 method="wB97M-V/def2-TZVPD" e_above_lowest_ev=1.663 e_homo_ev=-14.14 gap_ev=9.4 energy_ha=-366.7061 charge=+1
C 0.01 2.73 1.40
C -0.86 3.43 2.09
C 0.35 1.12 -0.34
N -0.42 1.79 0.42
H 1.09 2.79 1.50
H -1.93 3.32 1.95
H -0.52 4.13 2.83
H -0.06 0.44 -1.08
H 1.42 1.27 -0.28
H -1.42 1.61 0.38
C -0.25 -2.01 -0.17
O 0.21 -1.14 0.87
C 0.79 -2.29 -1.25
C 0.15 -2.53 -2.62
H -0.59 -2.95 0.28
H -1.14 -1.53 -0.59
H 0.97 -1.57 1.28
H 1.49 -1.45 -1.30
H 1.39 -3.15 -0.97
H -0.36 -1.63 -2.98
H 0.90 -2.82 -3.35
H -0.58 -3.33 -2.56

Record 5
22
Properties=species:S:1:pos:R:3 method="wB97M-V/def2-TZVPD" e_above_lowest_ev=1.063 multiplicity=2 e_homo_ev="-17.90 / -17.90" gap_ev="8.4 / 5.4" energy_ha=-366.2322 charge=+2
C -1.79 -1.36 1.72
C -1.25 -1.91 0.58
C -1.34 -1.41 -0.76
C -0.47 -1.88 -1.71
H -2.59 -0.62 1.74
H -1.51 -1.86 2.65
H -0.52 -2.72 0.71
H -2.18 -0.80 -1.10
H -0.56 -1.67 -2.77
H 0.34 -2.54 -1.38
C 1.82 1.42 -0.67
O 1.99 2.46 -1.61
C 0.48 1.63 0.01
N 0.43 0.92 1.37
H 2.60 1.56 0.08
H 1.89 0.43 -1.14
H 1.49 2.23 -2.40
H 0.34 2.69 0.20
H -0.38 1.23 -0.53
H 1.09 1.30 2.05
H 0.64 -0.06 1.23
H -0.53 0.97 1.73